The following is a DFT calculation (wB97M-V/def2-TZVPD) of 2 unconnected molecules or ions with the total composition C3H10OS in a non-equilibrium geometry.

Results
SMILES   CCCS.O
Total charge   0
F_max   4.50 eV/Å
Lowest unoccupied orbital energy   0.69 eV
ΔE to the lowest compared entry with this formula, charge and spin   120.6 kJ/mol
Kohn-Sham gap   10.05 eV

Last column: Mulliken charge in e.
Atoms and positions in Å:
C (0.297465, 1.742221, -1.559902)  -1.03
C (-0.364188, 0.590864, -0.782553)  -0.31
C (-0.334668, 0.803810, 0.789053)  -0.57
S (-0.314413, -0.483672, 1.922278)  -0.28
H (0.943156, 1.633129, -2.439493)  0.35
H (-0.521390, 2.498742, -1.911104)  0.20
H (1.022908, 2.218659, -0.841566)  0.26
H (0.251597, -0.306492, -1.093338)  0.19
H (-1.335044, 0.185327, -0.990916)  0.44
H (0.584172, 1.412273, 0.847577)  0.25
H (-1.128556, 1.399745, 1.014444)  0.37
H (-1.580877, -1.032337, 1.685718)  0.13
H (0.216423, -3.936286, 1.143677)  0.31
H (1.086370, -2.912043, 1.019369)  0.30
O (1.177052, -3.813945, 1.196759)  -0.61

Forces on atoms 1 to 6 (eV/Å):
C -1.5 2.6 0.4
C 2.1 -2.6 0.2
C 2.4 0.8 -3.7
S -0.7 -2.4 0.9
H -0.5 -1.1 0.1
H 1.6 -0.9 0.9

***

The following is a DFT calculation (wB97M-V/def2-TZVPD) of 2 unconnected molecules or ions with the total composition C3H10OS in a non-equilibrium geometry.

Results
SMILES   CCS.CO
Total charge   0
F_max   3.35 eV/Å
Lowest unoccupied orbital energy   0.79 eV
ΔE to the lowest compared entry with this formula, charge and spin   195.9 kJ/mol
Kohn-Sham gap   9.82 eV

Last column: Mulliken charge in e.
Atoms and positions in Å:
C (2.977820, -1.204000, -1.323901)  -0.20
O (3.307422, -1.389589, 0.144503)  -0.51
H (2.780878, -2.200390, -1.756729)  0.29
H (3.788304, -0.550980, -1.723580)  0.18
H (2.076395, -0.534310, -1.195735)  -0.05
H (3.505477, -2.349457, 0.254302)  0.30
C (-1.141847, 1.273548, 0.189404)  -0.69
C (-2.382394, 0.292585, 0.534572)  -0.50
S (-4.102677, 0.986653, 0.848456)  -0.20
H (-1.520391, 2.064414, -0.415113)  0.33
H (-0.898203, 1.709710, 1.103281)  0.29
H (-0.074028, 0.828911, -0.079686)  0.08
H (-2.174241, -0.121075, 1.633343)  0.24
H (-2.417258, -0.497825, -0.253909)  0.31
H (-3.725252, 1.691799, 2.040788)  0.13

Forces on atoms 1 to 6 (eV/Å):
C -0.3 1.4 3.0
O 0.1 -1.4 -1.5
H 0.2 0.9 -0.3
H -0.5 -1.1 -0.3
H 0.6 -1.0 -1.0
H -0.1 1.2 0.0

***

The following is a DFT calculation (wB97M-V/def2-TZVPD) of 2 unconnected molecules or ions with the total composition C3H10OS in a non-equilibrium geometry.

Results
SMILES   CCSC.O
Total charge   0
F_max   2.04 eV/Å
Lowest unoccupied orbital energy   0.79 eV
ΔE to the lowest compared entry with this formula, charge and spin   23.9 kJ/mol
Kohn-Sham gap   9.48 eV

Last column: Mulliken charge in e.
Atoms and positions in Å:
C (0.374464, 2.181260, -0.346460)  -1.04
C (-0.488214, 1.250081, 0.435861)  -0.44
S (-1.087187, -0.174574, -0.603315)  -0.11
C (-1.236927, -1.393197, 0.741756)  -0.78
H (1.247524, 1.697798, -0.789153)  0.25
H (-0.180800, 2.646618, -1.150900)  0.32
H (0.753151, 2.950106, 0.333858)  0.32
H (-0.069742, 0.752713, 1.303645)  0.34
H (-1.411164, 1.694593, 0.758817)  0.35
H (-1.920575, -1.171165, 1.550523)  0.31
H (-0.223862, -1.449200, 1.120394)  0.15
H (-1.511265, -2.360208, 0.347749)  0.32
H (2.502585, -0.790929, -0.345142)  0.32
H (2.375023, -1.989162, 0.570774)  0.32
O (3.033834, -1.376894, 0.206969)  -0.64

Forces on atoms 1 to 6 (eV/Å):
C 0.7 0.3 0.3
C -1.1 -1.7 -0.5
S -0.1 0.1 0.3
C 0.6 0.2 -0.3
H -0.1 -0.1 0.1
H -0.1 0.2 -0.1

***

The following is a DFT calculation (wB97M-V/def2-TZVPD) of 2 unconnected molecules or ions with the total composition C3H10OS in a non-equilibrium geometry.

Results
SMILES   CCCS.O
Total charge   0
F_max   4.41 eV/Å
Lowest unoccupied orbital energy   0.80 eV
ΔE to the lowest compared entry with this formula, charge and spin   112.8 kJ/mol
Kohn-Sham gap   9.86 eV

Last column: Mulliken charge in e.
Atoms and positions in Å:
C (1.305737, -1.544951, 2.712579)  -1.10
C (0.713815, -0.929323, 1.392486)  -0.08
C (-0.648791, -0.472751, 1.550861)  -0.62
S (-1.330443, 0.650616, 0.334585)  -0.25
H (2.434361, -1.560823, 2.784745)  0.29
H (1.106203, -2.622457, 3.018409)  0.30
H (0.981920, -0.963945, 3.580384)  0.30
H (1.328360, -0.108770, 0.964553)  0.31
H (0.755567, -1.866988, 0.742796)  0.16
H (-0.791761, -0.229658, 2.610036)  0.34
H (-1.538940, -1.157085, 1.436431)  0.24
H (-0.803753, 1.880785, 0.439275)  0.10
H (0.251396, 1.978207, -5.418884)  0.32
H (1.513231, 1.727345, -6.073273)  0.31
O (0.978241, 1.274461, -5.421675)  -0.64

Forces on atoms 1 to 6 (eV/Å):
C 1.3 -0.3 1.1
C 2.6 -3.5 -0.6
C -3.4 0.4 1.2
S -0.6 0.5 -0.8
H -1.1 0.4 -0.5
H -0.5 1.2 -1.1

***

The following is a DFT calculation (wB97M-V/def2-TZVPD) of 2 unconnected molecules or ions with the total composition C3H10OS2 in a non-equilibrium geometry.

Results
SMILES   CCO.CSS
Total charge   0
F_max   2.45 eV/Å
Lowest unoccupied orbital energy   0.17 eV
ΔE to the lowest compared entry with this formula, charge and spin   113.2 kJ/mol
Kohn-Sham gap   9.15 eV

Last column: Mulliken charge in e.
Atoms and positions in Å:
C (-2.889778, -0.605019, 0.807788)  -0.77
S (-1.900549, 0.079323, -0.541852)  -0.07
S (-1.062437, 1.721234, 0.560889)  -0.18
H (-3.897107, -0.217522, 0.755226)  0.31
H (-2.406038, -0.408683, 1.759981)  0.29
H (-2.930109, -1.697600, 0.721174)  0.29
H (0.161687, 1.257432, 0.357531)  0.13
C (2.700079, -1.347326, -0.490893)  -0.08
O (3.226596, -1.360007, 0.842867)  -0.56
C (2.764081, -0.047486, -1.288699)  -0.94
H (3.034819, -2.185682, -1.097282)  0.30
H (1.625440, -1.488739, -0.303723)  0.11
H (2.599839, -1.061599, 1.500072)  0.31
H (2.953077, 0.800762, -0.648870)  0.29
H (3.433765, -0.101114, -2.172791)  0.30
H (1.839660, 0.009241, -1.865918)  0.26

Forces on atoms 1 to 6 (eV/Å):
C 0.1 -0.8 0.0
S 0.3 0.9 0.8
S -0.6 -0.7 -0.9
H -0.2 0.1 0.2
H -0.1 0.2 0.0
H 0.0 0.2 -0.3

***

The following is a DFT calculation (wB97M-V/def2-TZVPD) of 2 unconnected molecules or ions with the total composition C3H10OS2 in a non-equilibrium geometry.

Results
SMILES   CCO.CSS
Total charge   0
F_max   2.96 eV/Å
Lowest unoccupied orbital energy   0.57 eV
ΔE to the lowest compared entry with this formula, charge and spin   106.2 kJ/mol
Kohn-Sham gap   9.52 eV

Last column: Mulliken charge in e.
Atoms and positions in Å:
C (-0.853397, -0.595830, -1.226552)  -0.63
S (-0.256566, -2.217788, -0.735332)  -0.09
S (0.579196, -1.619544, 1.126316)  -0.23
H (-1.793290, -0.760624, -1.785058)  0.34
H (-0.168281, 0.141157, -1.740858)  0.26
H (-1.199229, -0.085598, -0.320295)  0.15
H (1.817260, -1.427105, 0.599517)  0.17
C (0.180953, 2.590018, 0.747329)  -0.44
O (0.917194, 1.711820, -0.025727)  -0.41
C (-0.920934, 3.327432, -0.164589)  -0.86
H (-0.461508, 1.923859, 1.320559)  0.30
H (0.798723, 3.348764, 1.270441)  0.33
H (1.436434, 2.221254, -0.634756)  0.27
H (-1.426134, 2.575219, -0.775767)  0.22
H (-1.569246, 3.725834, 0.623272)  0.31
H (-0.374081, 4.110274, -0.744129)  0.33

Forces on atoms 1 to 6 (eV/Å):
C -0.9 1.2 -0.3
S 0.5 0.7 1.0
S 0.3 -0.7 -1.2
H 0.6 0.1 -0.2
H -0.5 -1.3 0.4
H 0.2 -0.1 -0.1